Record 1
{"formula": "CH3IOS2", "method": "ωB97M-V/def2-TZVPD", "fmax_ha_per_bohr": 0.0730, "e_lumo_ha": -0.0136, "homo_ev": -9.1, "gap_ev": 8.736, "charge": 0, "elements": ["H", "S", "C", "H", "I", "S", "O", "H"], "xyz": [[1.42, -0.64, -0.28], [-0.44, 0.60, -0.56], [0.45, -0.91, 0.19], [-1.83, 0.59, 0.15], [0.54, -0.64, 2.30], [0.28, 2.47, 0.18], [-0.66, 0.48, -1.99], [0.23, -1.95, 0.02]]}

=====

Record 2
{"formula": "CH3N2O", "method": "ωB97M-V/def2-TZVPD", "fmax_ha_per_bohr": 0.0681, "smiles": "[O-]N1CN1", "e_lumo_ha": 0.1885, "homo_ev": -1.8, "gap_ev": 6.979, "charge": -1, "elements": ["H", "O", "N", "N", "C", "H", "H"], "xyz": [[-0.14, 0.89, -1.34], [1.87, -0.62, -0.22], [-0.10, 1.00, -0.23], [1.08, 0.13, 0.51], [-0.59, -0.23, 0.32], [-1.22, -0.18, 1.32], [-0.87, -1.00, -0.35]]}

=====

Record 3
{"formula": "CH3N2O", "method": "ωB97M-V/def2-TZVPD", "fmax_ha_per_bohr": 0.1297, "multiplicity": 3, "e_lumo_ha": [0.1893, 0.1719], "homo_ev": [-0.9, -1.9], "gap_ev": [6.007, 6.609], "s_squared": 2.014, "charge": -1, "elements": ["C", "N", "N", "O", "H", "H", "H"], "xyz": [[-0.05, -0.13, -0.59], [-0.61, -1.06, 0.33], [1.05, 0.09, 0.25], [0.95, 1.06, 1.10], [-1.05, -0.37, 1.00], [-0.63, 0.80, -0.58], [0.33, -0.40, -1.50]]}

=====

Record 4
{"formula": "CH3N2O", "method": "ωB97M-V/def2-TZVPD", "fmax_ha_per_bohr": 0.0973, "e_lumo_ha": [-0.3186, -0.3187], "homo_ev": [-17.4, -17.4], "gap_ev": [8.698, 8.695], "charge": 1, "elements": ["H", "N", "N", "O", "C", "H", "H"], "xyz": [[-0.09, -0.97, -0.97], [-1.55, 0.06, 0.10], [-0.50, 0.73, 0.16], [-2.71, 0.05, -0.11], [-0.35, -0.77, 0.01], [0.07, -1.12, 0.90], [-0.05, 2.21, -0.66]]}

=====

Record 5
{"formula": "CH3N2O2P", "method": "ωB97M-V/def2-TZVPD", "fmax_ha_per_bohr": 0.0909, "smiles": "N#CNP(O)O", "e_lumo_ha": 0.0273, "homo_ev": -10.4, "gap_ev": 11.188, "charge": 0, "elements": ["C", "H", "N", "H", "P", "O", "N", "O", "H"], "xyz": [[0.43, 1.22, 0.57], [-0.37, -0.64, -2.22], [1.08, -0.05, 0.82], [2.04, -0.27, 0.92], [0.16, -1.12, -0.19], [0.08, -0.10, -1.56], [-0.30, 2.05, 0.28], [-1.38, -0.91, 0.44], [-1.75, -0.18, 0.94]]}

=====

Record 6
{"formula": "CH3N2O2S", "method": "ωB97M-V/def2-TZVPD", "fmax_ha_per_bohr": 0.0703, "smiles": "[NH-]NC=S(=O)=O", "e_lumo_ha": [0.1496, 0.1496], "homo_ev": [-3.7, -3.7], "gap_ev": [7.743, 7.741], "charge": -1, "elements": ["H", "O", "C", "S", "N", "H", "O", "H", "N"], "xyz": [[-1.00, 0.79, -0.89], [-2.59, -0.33, 1.10], [-0.34, 0.48, -0.08], [-1.30, -0.99, 0.69], [0.99, 0.60, -0.27], [1.02, 1.28, -1.00], [-1.36, -1.67, -0.71], [2.28, -0.42, 0.95], [2.30, 0.24, 0.21]]}

=====

Record 7
{"formula": "CH3N2O3S", "method": "ωB97M-V/def2-TZVPD", "fmax_ha_per_bohr": 0.0571, "e_lumo_ha": 0.1446, "homo_ev": -4.6, "gap_ev": 8.488, "charge": -1, "elements": ["H", "O", "C", "H", "O", "N", "N", "S", "O", "H"], "xyz": [[-2.26, 0.32, -0.37], [0.97, -1.12, 0.47], [-1.18, 0.03, -0.18], [-0.54, 0.31, -1.09], [0.93, 1.55, 1.10], [-1.16, -1.45, 0.04], [-0.07, -1.95, 0.16], [1.87, 0.67, 0.40], [2.14, 0.97, -1.03], [-0.69, 0.67, 0.50]]}

=====

Record 8
{"formula": "CH3N2O4S", "method": "ωB97M-V/def2-TZVPD", "fmax_ha_per_bohr": 0.0737, "smiles": "CN(N=O)S(=O)(=O)[O-]", "e_lumo_ha": 0.1469, "homo_ev": -5.4, "gap_ev": 9.395, "charge": -1, "elements": ["C", "H", "H", "S", "N", "O", "O", "H", "O", "O", "N"], "xyz": [[-0.54, -0.90, 0.59], [-1.49, -1.15, 0.12], [-0.64, -0.94, 1.68], [0.70, 0.37, -1.35], [-0.11, 1.55, 1.19], [-0.31, -0.22, -2.21], [1.04, 1.74, -1.65], [0.22, -1.60, 0.24], [-0.56, 1.26, 2.28], [1.82, -0.51, -1.07], [-0.13, 0.40, 0.19]]}

=====

Across the entries above, energy relative to the best compared isomer or geometry (same formula, charge and spin) takes the values 60.4, 51.1, 0.0, 178.7, 25.0, 84.0, 66.2, 53.3 kcal per mole, respectively.
Across the entries above, energy takes the values -32901.199, -6109.117, -6108.311, -6097.033, -17449.673, -18993.656, -21042.195, -23090.524 eV, respectively.